{"formula": "C3HClF5NO", "method": "ωB97M-V/def2-TZVPD", "species": ["C", "C", "C", "N", "O", "F", "F", "F", "F", "F", "Cl", "H"], "xyz": [[0.83231, 0.46858, -0.21026], [1.54148, -0.69965, 0.40230], [-1.65062, -0.01354, 0.14672], [0.87938, 1.29525, -1.03747], [0.60156, 2.19427, -1.72492], [2.41974, -0.18274, 1.25315], [2.16575, -1.48112, -0.49223], [0.74384, -1.52508, 1.13716], [-1.15952, -1.01958, -0.67073], [-1.81710, 1.15836, -0.47037], [-3.36451, -0.51029, 0.62035], [-1.19230, 0.31555, 1.04629]], "lowdin_charge": [0.081, -0.583, -0.733, -0.078, 0.123, 0.163, 0.166, 0.127, 0.010, 0.015, 0.609, 0.100], "relative_energy_kcal_mol": 8.70, "total_charge": 0, "lumo_energy_ev": -0.214, "gap_ev": 10.84}

{"formula": "C3HF3O", "method": "ωB97M-V/def2-TZVPD", "species": ["C", "C", "C", "O", "F", "F", "F", "H"], "xyz": [[-0.36251, -0.52812, 0.65758], [-1.03200, -1.53839, 0.38259], [-1.94220, 0.75388, 3.13838], [-2.11914, 1.37895, 2.18018], [-1.63288, -2.59669, 0.07557], [-1.16501, 1.16848, 4.13244], [-2.28042, -0.48321, 3.41634], [-0.06251, 0.35272, 1.24442]], "lowdin_charge": [0.091, -0.240, -0.602, 0.211, 0.151, 0.159, 0.186, 0.044], "relative_energy_kcal_mol": 58.03, "total_charge": 0, "lumo_energy_ev": 0.605, "gap_ev": 11.03}

{"formula": "C3HF3O", "method": "ωB97M-V/def2-TZVPD", "species": ["C", "C", "C", "O", "F", "F", "F", "H"], "xyz": [[0.86725, 1.39808, 0.12124], [0.39937, 0.18818, -0.57382], [-0.62948, -0.72643, 0.08491], [1.12931, 2.46404, 0.72398], [-1.46125, -1.22325, -0.74947], [-0.05376, -1.85186, 0.67128], [-1.34737, -0.17294, 1.12161], [1.09593, -0.07582, -1.39972]], "lowdin_charge": [0.001, 0.044, -0.643, 0.116, 0.189, 0.072, 0.105, 0.115], "relative_energy_kcal_mol": 27.59, "total_charge": 0, "lumo_energy_ev": -0.494, "gap_ev": 9.74}

{"formula": "C3HF3S", "method": "ωB97M-V/def2-TZVPD", "species": ["C", "C", "C", "F", "F", "F", "S", "H"], "xyz": [[0.14038, 2.93490, -1.15126], [0.31755, 2.16449, -0.25133], [-1.12084, 2.49124, 1.78112], [-1.98940, 2.78412, 0.74916], [-0.61614, 3.71259, 2.06206], [-1.83211, 2.13693, 2.81385], [0.30650, 1.41903, 1.24911], [0.21679, 3.57677, -1.98850]], "lowdin_charge": [0.080, -0.552, -0.842, 0.052, 0.066, 0.148, 1.009, 0.038], "relative_energy_kcal_mol": 27.50, "total_charge": 0, "lumo_energy_ev": 0.467, "gap_ev": 10.13}

{"formula": "C3HF3S", "method": "ωB97M-V/def2-TZVPD", "species": ["C", "C", "C", "F", "F", "F", "S", "H"], "xyz": [[-1.03577, 1.15059, 0.56427], [-1.54121, 1.32288, -0.65216], [0.51594, 0.54224, 1.82374], [-0.13581, 0.52761, 3.03198], [0.80279, -0.66083, 1.34945], [1.58544, 1.23676, 1.80129], [-1.80864, 1.72078, -2.12798], [-1.70483, 1.28067, 1.50284]], "lowdin_charge": [0.015, -0.738, -0.547, 0.084, 0.128, 0.193, 0.766, 0.099], "multiplicity": 3, "relative_energy_kcal_mol": 0.00, "total_charge": 0, "lumo_energy_ev": [0.740, -2.633], "gap_ev": [7.90, 7.57]}

{"formula": "C3HF6NO2", "method": "ωB97M-V/def2-TZVPD", "species": ["C", "C", "C", "N", "O", "O", "F", "F", "F", "F", "F", "F", "H"], "xyz": [[1.37437, -0.30662, -0.47932], [-0.11156, 0.12105, -0.36861], [-1.07042, -0.83235, 0.35655], [-0.18347, 1.56328, 0.39427], [0.51063, 1.67704, 1.35706], [-0.99671, 2.32761, -0.04724], [1.67396, -1.58976, -0.96340], [2.00245, 0.63643, -1.22312], [-0.65347, 0.22927, -1.60641], [-0.61767, -1.21978, 1.59322], [-2.24982, -0.24431, 0.66518], [-1.45473, -1.91162, -0.35007], [1.77642, -0.45022, 0.67189]], "lowdin_charge": [-0.265, -0.188, -0.500, -0.307, 0.136, 0.151, 0.051, 0.107, 0.135, 0.138, 0.152, 0.176, 0.214], "relative_energy_kcal_mol": 0.00, "total_charge": 0, "lumo_energy_ev": -0.674, "gap_ev": 11.70}

{"formula": "C3HF6NO3S", "method": "ωB97M-V/def2-TZVPD", "species": ["C", "C", "C", "N", "O", "O", "O", "F", "F", "F", "F", "F", "F", "S", "H"], "xyz": [[0.83521, -0.87945, -0.49693], [0.09894, -1.32014, 0.71976], [0.88899, 0.69476, -0.76671], [-1.46106, 0.45849, 0.84954], [0.67958, 1.35795, 1.73780], [-0.54555, 2.67406, 0.01912], [-2.22568, 0.36317, -0.28687], [2.13182, -1.27250, -0.39440], [0.23933, -1.56731, -1.56256], [-0.83973, -2.32242, 0.62407], [0.70815, -1.32418, 1.86173], [2.12925, 1.19067, -0.87815], [0.26057, 0.92430, -1.91752], [-0.15320, 1.44009, 0.58255], [-2.74661, -0.41748, -0.09145]], "lowdin_charge": [-0.335, -0.213, -0.471, -0.105, -0.247, -0.231, -0.036, 0.142, 0.113, 0.131, 0.217, 0.155, 0.129, 0.644, 0.109], "relative_energy_kcal_mol": 41.70, "total_charge": 0, "lumo_energy_ev": [-2.227, -1.628], "gap_ev": [8.04, 9.20]}

{"formula": "C3HFHgO2", "method": "ωB97M-V/def2-TZVPD", "species": ["F", "O", "O", "C", "C", "C", "H", "Hg"], "xyz": [[-0.46977, 2.78273, 0.76844], [0.57438, -1.30454, 0.31205], [2.67825, -0.66159, -0.27310], [-0.66709, -1.00291, 0.06498], [-1.74150, -0.74375, -0.43129], [1.62387, -0.28545, 0.14574], [-2.73743, -0.43217, -0.68420], [0.73929, 1.64769, 0.09739]], "lowdin_charge": [-0.647, -0.053, 0.047, -0.318, 0.116, -0.480, 0.037, 1.298], "relative_energy_kcal_mol": 0.00, "total_charge": 0, "lumo_energy_ev": -0.853, "gap_ev": 9.28}

{"formula": "C3HFHgO2", "method": "ωB97M-V/def2-TZVPD", "species": ["C", "C", "O", "F", "H", "Hg", "O", "C"], "xyz": [[-0.14623, -0.37601, -0.32835], [0.30044, 0.83563, 0.22328], [0.43981, -1.09390, -1.15365], [-1.07640, -1.06350, 0.42981], [1.17008, 1.30014, -0.25139], [0.24777, -3.43923, -1.48852], [-0.69522, 2.46675, 1.14074], [-0.24024, 1.37011, 1.42809]], "lowdin_charge": [-0.457, 0.042, -0.246, 0.018, 0.148, 0.416, 0.131, -0.054], "multiplicity": 3, "relative_energy_kcal_mol": 0.00, "total_charge": 0, "lumo_energy_ev": [-0.711, -2.989], "gap_ev": [7.42, 5.12]}

{"formula": "C3HFInO2", "method": "ωB97M-V/def2-TZVPD", "species": ["F", "O", "O", "C", "C", "C", "H", "In"], "xyz": [[-0.37974, 2.30871, 0.97398], [0.43735, -1.24299, 0.43329], [2.46828, -0.86406, -0.51595], [-0.76638, -0.78787, 0.18411], [-1.73784, -0.54343, -0.51107], [1.60600, -0.40225, 0.17930], [-2.67897, -0.08543, -0.76059], [1.05129, 1.61733, 0.01692]], "lowdin_charge": [-0.365, 0.021, 0.154, -0.229, 0.219, -0.371, 0.077, 1.494], "relative_energy_kcal_mol": 63.19, "total_charge": 1, "lumo_energy_ev": -8.515, "gap_ev": 6.39}

{"formula": "C3HFO2Yb", "method": "ωB97M-V/def2-TZVPD", "species": ["O", "C", "Yb", "F", "H", "O", "C", "C"], "xyz": [[-0.60461, 2.93394, -1.58106], [0.07200, 3.77806, -1.93071], [-1.86437, 1.01069, -0.85697], [0.09086, -0.06205, 0.07550], [0.98472, -1.77899, 2.10417], [0.79604, -2.36320, 0.03584], [0.20444, -2.48881, 1.12553], [0.32089, -1.02964, 1.02771]], "lowdin_charge": [-0.087, 0.192, 1.824, -0.110, 0.264, 0.055, -0.066, -0.071], "relative_energy_kcal_mol": 55.46, "total_charge": 2, "lumo_energy_ev": -10.545, "gap_ev": 6.69}

{"formula": "C3HGdO2", "method": "ωB97M-V/def2-TZVPD", "species": ["C", "H", "C", "O", "C", "Gd", "O"], "xyz": [[-1.82148, -0.40243, -0.07749], [-2.86393, -0.21545, -0.30480], [-0.73242, -0.81060, 0.41382], [-0.33069, 1.09224, -0.32091], [0.35034, 0.15533, 0.27186], [3.84127, 0.07128, -0.40786], [1.55692, 0.10963, 0.42538]], "lowdin_charge": [0.542, 0.189, 0.403, 0.386, -0.472, 2.082, -0.130], "multiplicity": 9, "total_charge": 3, "lumo_energy_ev": [-18.006, -18.509], "gap_ev": [4.25, 8.23]}

no.,E_tot (eV),largest force on an atom (Eh/bohr)
1,-32770.8571,0.0655
2,-13323.9130,0.1093
3,-13325.2330,0.1664
4,-22112.3864,0.0579
5,-22109.4587,0.0757
6,-25013.3750,0.0837
7,-37893.8589,0.0775
8,-14110.0202,0.1247
9,-14110.0169,0.0958
10,-15100.0771,0.1100
11,-41441.8790,0.0464
12,-28014.7005,0.0728